[1]
# H3OPS2

A single H3OPS2 molecule (wB97M-V/def2-TZVPD, the OMol25 dataset).

Properties
Highest occupied orbital energy   -0.3444 hartree
Kohn-Sham gap   9.550 eV
SMILES string   O[P@H](=S)S
Relative energy (zero: lowest compared OMol25 entry of this formula, charge and spin)   71.8 kJ/mol
Total charge   0

The geometry in XYZ format:
```
7
Properties=species:S:1:pos:R:3:lowdin_charge:R:1
O 0.4520 1.0176 0.9850 -0.378
P -0.4572 -0.0398 0.0987 -0.041
S 0.0674 -0.3536 -1.9392 0.383
S -0.1039 -1.7305 0.9330 0.196
H 0.9681 0.5739 1.6815 0.039
H -1.6174 0.9104 -0.0335 0.035
H 0.0070 -1.6196 -1.4520 -0.235
```

=====

[2]
# H3OPS3

A single H3OPS3 molecule (wB97M-V/def2-TZVPD, the OMol25 dataset).

Properties
Highest occupied orbital energy   -0.3528 hartree
Kohn-Sham gap   8.937 eV
SMILES string   OP(=S)(S)S
Relative energy (zero: lowest compared OMol25 entry of this formula, charge and spin)   82.9 kJ/mol
Total charge   0

The geometry in XYZ format:
```
8
Properties=species:S:1:pos:R:3:lowdin_charge:R:1
O 0.8829 0.2210 1.4308 -0.406
P -0.5726 0.1105 -0.1380 -0.247
S -1.8272 1.5955 -0.0067 0.156
S 0.6530 0.0374 -1.8961 0.424
S -1.0563 -1.8602 0.2782 0.423
H 0.7019 0.8589 2.1096 -0.035
H 0.9710 1.2954 -1.7422 -0.194
H 0.2473 -2.2584 -0.0356 -0.120
```

=====

[3]
# H3OS

2 unconnected molecules or ions with the total composition H3OS (wB97M-V/def2-TZVPD, the OMol25 dataset).

Properties
Highest occupied orbital energy   -0.0991 hartree
Kohn-Sham gap   7.259 eV
Relative energy (zero: lowest compared OMol25 entry of this formula, charge and spin)   24.8 kJ/mol
Total charge   -1

The geometry in XYZ format:
```
5
Properties=species:S:1:pos:R:3:lowdin_charge:R:1
S -0.4327 -0.9302 -0.8995 -0.280
H 0.1025 -1.5377 0.0704 -0.564
H 0.7543 2.2811 0.8096 0.010
H 0.5198 0.7880 1.0820 -0.013
O 0.6932 1.6690 1.5538 -0.153
```

=====

[4]
# H3OS2

2 unconnected molecules or ions with the total composition H3OS2 (wB97M-V/def2-TZVPD, the OMol25 dataset).

Properties
Highest occupied orbital energy   -0.0899 hartree
Kohn-Sham gap   6.248 eV
Relative energy (zero: lowest compared OMol25 entry of this formula, charge and spin)   37.4 kJ/mol
Total charge   -1

The geometry in XYZ format:
```
6
Properties=species:S:1:pos:R:3:lowdin_charge:R:1
O 2.6290 -0.5226 -0.9473 -0.161
H 1.8089 -0.0428 -1.1331 -0.044
S -1.1675 0.2236 -0.7310 -0.479
S -0.3274 0.1687 1.2397 -0.095
H 2.2565 -1.4677 -1.1479 0.080
H -1.1291 -0.8025 1.6677 -0.301
```

=====

[5]
# H3PS2

2 unconnected molecules or ions with the total composition H3PS2 (wB97M-V/def2-TZVPD, the OMol25 dataset).

Properties
Highest occupied orbital energy (alpha / beta)   -0.3251 / -0.3314 hartree
Kohn-Sham gap (alpha / beta)   6.917 / 7.268 eV
Relative energy (zero: lowest compared OMol25 entry of this formula, charge and spin)   228.0 kJ/mol
Total charge   0

The geometry in XYZ format:
```
6
Properties=species:S:1:pos:R:3:lowdin_charge:R:1
P -1.8163 -0.1310 0.5785 0.380
S 0.6936 1.9753 0.2931 -0.013
S -1.2231 1.8214 0.3770 -0.153
H -0.5407 -0.5938 0.0524 -0.243
H 1.5787 -1.7017 -0.9511 0.040
H 1.3079 -1.3702 -0.3498 -0.012
```

=====

[6]
# H3PSSi

2 unconnected molecules or ions with the total composition H3PSSi (wB97M-V/def2-TZVPD, the OMol25 dataset).

Properties
Highest occupied orbital energy (alpha / beta)   -0.2647 / -0.3745 hartree
Kohn-Sham gap (alpha / beta)   6.012 / 8.490 eV
Relative energy (zero: lowest compared OMol25 entry of this formula, charge and spin)   132.2 kJ/mol
Spin multiplicity   3
Total charge   0

The geometry in XYZ format:
```
6
Properties=species:S:1:pos:R:3:lowdin_charge:R:1
Si 0.2040 0.0558 0.0413 0.617
P 3.4758 0.9564 -0.2912 0.027
S 4.2911 -0.6970 0.2665 -0.140
H -0.2729 0.1779 -1.2365 -0.201
H 0.6267 -1.1493 0.4979 -0.204
H -0.1216 1.1882 1.1078 -0.100
```

=====

[7]
# H3S3

A gas-phase ion, H3S3 (charge -1) (wB97M-V/def2-TZVPD, the OMol25 dataset).

Properties
Highest occupied orbital energy   -0.0776 hartree
Kohn-Sham gap   5.820 eV
Relative energy (zero: lowest compared OMol25 entry of this formula, charge and spin)   192.2 kJ/mol
Total charge   -1

The geometry in XYZ format:
```
6
Properties=species:S:1:pos:R:3:lowdin_charge:R:1
S -1.3103 0.4478 1.5707 -0.012
H -1.2968 1.7278 1.2499 -0.293
S 1.3930 -0.3315 -1.5418 -0.109
S -0.1023 -0.0879 -0.0220 -0.248
H 2.4904 -0.9267 -0.8214 -0.242
H -0.8801 -1.2553 -0.5383 -0.096
```

=====

[8]
# H40O20

20 unconnected molecules or ions with the total composition H40O20 (wB97M-V/def2-TZVPD, the OMol25 dataset).

Properties
Highest occupied orbital energy   -0.3928 hartree
Kohn-Sham gap   10.453 eV
Relative energy (zero: lowest compared OMol25 entry of this formula, charge and spin)   460.9 kJ/mol
Total charge   0

The geometry in XYZ format:
```
60
Properties=species:S:1:pos:R:3:lowdin_charge:R:1
O 1.2449 1.7983 -1.4127 -0.052
H 0.4327 1.2694 -1.4717 0.036
H 0.9451 2.6917 -1.2591 0.029
O 5.2659 -1.9098 1.9228 -0.033
H 5.0555 -2.2710 1.0843 0.004
H 4.4591 -1.5807 2.2893 -0.017
O 1.1124 -2.2778 -4.3899 -0.082
H 1.2557 -1.3510 -4.6843 0.026
H 0.9594 -2.7237 -5.2603 0.059
O 1.9411 -1.4913 -0.7390 -0.030
H 1.7819 -2.1474 -0.0608 0.044
H 2.3049 -2.0826 -1.3974 0.060
O -2.9802 3.2394 3.3615 -0.067
H -3.5233 3.8409 2.8262 0.051
H -2.0569 3.5705 3.3371 0.034
O -0.6898 1.0330 3.5339 -0.084
H -0.9045 1.6643 2.7850 0.023
H -1.6226 1.1347 3.8812 0.072
O -0.3267 -1.6555 2.0196 -0.047
H -0.7594 -1.2211 1.3011 -0.003
H 0.0395 -0.9083 2.5217 0.023
O 3.2148 0.6339 -2.8425 -0.055
H 3.4372 -0.1537 -2.3698 0.009
H 2.8240 1.2427 -2.1974 0.007
O 2.9785 0.0528 0.9970 -0.018
H 2.5796 -0.0133 0.1869 -0.066
H 2.9711 0.8445 1.5307 0.049
O -3.9167 1.6716 0.0355 -0.054
H -4.2047 2.2400 -0.6868 0.056
H -4.1625 0.7878 -0.2864 0.036
O -3.5734 -0.8301 -1.9218 -0.045
H -3.5473 -1.5882 -1.2775 0.047
H -3.6406 -1.2850 -2.7416 0.040
O 0.7214 1.2660 -3.9277 -0.081
H 1.0863 0.4251 -3.6621 -0.006
H 1.2093 1.8034 -4.6320 0.108
O -0.4247 4.1969 -2.4585 -0.070
H -0.3232 4.9390 -1.8740 0.022
H -0.9160 3.4304 -2.0281 0.035
O -1.5370 0.7251 0.4676 -0.070
H -1.6073 0.9471 -0.4564 -0.017
H -2.1863 1.2072 1.0533 0.052
O -0.4817 -3.1952 -0.9222 -0.008
H 0.0546 -3.9608 -0.9885 0.045
H -0.0631 -2.7220 -0.2409 -0.016
O 2.6037 -1.2215 4.1352 -0.043
H 2.0905 -2.0143 4.0417 0.000
H 2.2888 -0.7540 3.3200 0.027
O 0.5975 3.9329 2.8160 -0.057
H 0.8251 2.9760 2.8708 0.035
H 1.2081 4.1661 2.1119 0.033
O -3.0145 -3.5385 -0.6206 -0.090
H -3.3463 -3.0056 0.1130 0.042
H -2.1911 -4.0766 -0.5946 0.047
O -1.9733 1.6189 -2.4982 -0.071
H -1.4524 0.9862 -3.0415 0.053
H -2.7166 1.0302 -2.2382 0.012
O 0.4282 -3.9610 3.2939 -0.061
H 0.2983 -2.9956 3.4071 0.007
H -0.0733 -4.4303 3.9383 0.019
```